The following is a quantum chemistry calculation of one molecule with the formula C3H6FNO at a distorted geometry, from the Open Molecules 2025 dataset.

As for the structure (SMILES): [H]/N=C(\F)[C@@H](C)O. The HOMO energy is -0.388 Eh. The value obtained for the energy relative to the best compared isomer or geometry (same formula, charge and spin) is 1.433 eV. The HOMO-LUMO gap is 11.5 eV. As for the LUMO energy: 1.0 eV.

Geometry as ORCA input:
```
! wB97M-V def2-TZVPD RIJCOSX def2/J DEFGRID3
* xyz 0 1
C -0.3324 -0.1303 0.5456
C -1.3017 0.6988 -0.2419
C 1.2153 0.0362 0.1309
N 1.7859 -0.5985 -0.7588
O -0.5352 -1.5029 0.5099
F 1.8493 1.0157 0.8593
H -0.4209 0.1927 1.6422
H -2.3067 0.3065 0.0434
H -1.0332 0.5932 -1.3207
H -1.1887 1.7979 0.0289
H -0.4202 -2.0511 -0.3950
H 2.6886 -0.3583 -1.0436
*
```

Charges computed using Mulliken, reported in e:
1 C 0.3681
2 C -1.1536
3 C 0.4111
4 N -0.5481
5 O -0.5828
6 F -0.2613
7 H 0.2376
8 H 0.2836
9 H 0.3201
10 H 0.3137
11 H 0.3599
12 H 0.2517